1.
Formula: C41H90O14
Source: the Open Molecules 2025 dataset
Level of theory: wB97M-V/def2-TZVPD

Last column: Mulliken spin population.
Positions of all 145 atoms, in Å:
H  4.992  1.630  -0.130  0.0545
H  3.670  3.527  6.341  0.0005
H  7.193  -3.911  2.990  -0.0286
H  0.278  3.083  5.349  0.0522
C  -1.559  0.356  -0.878  -0.2214
H  6.929  -2.190  1.299  -0.0531
H  3.483  -4.066  1.324  0.1320
C  -1.607  -4.906  -1.444  -0.0958
H  -1.985  -5.213  -4.171  -0.0341
H  5.974  -1.305  2.517  0.1217
C  -0.641  -3.774  3.412  0.0796
C  -1.672  -4.004  2.284  -0.1905
O  4.922  -2.549  1.352  -0.1879
C  6.417  1.621  1.537  0.0947
H  -1.156  -1.046  4.592  0.1230
C  6.243  -3.377  3.029  0.1474
H  5.397  -5.148  1.986  -0.0517
O  2.235  2.276  5.519  -0.1983
H  -4.256  -1.385  -2.072  -0.0708
H  0.568  2.245  -2.976  0.0308
H  -3.652  4.581  -0.639  0.1324
H  4.623  -4.721  3.577  -0.0779
C  -6.964  0.197  -1.283  0.4579
H  1.959  -0.378  0.708  -0.0377
O  -0.964  0.993  4.446  -0.2759
H  -2.471  -0.128  3.828  0.0220
H  -7.252  -1.385  0.243  -0.0275
H  -1.765  0.375  -1.948  -0.0568
C  -0.635  -4.662  -2.583  0.1217
C  0.953  5.402  -5.399  0.0413
C  6.217  3.051  2.076  0.0930
O  -0.514  -5.956  2.497  -0.2723
C  1.862  3.408  -4.250  -0.0286
O  -4.488  0.476  0.943  -0.5532
H  1.251  6.371  -5.801  -0.0017
C  -4.378  3.352  -2.282  -0.3340
O  1.304  -2.254  1.225  -0.1561
H  0.959  2.472  3.854  0.0239
C  -5.291  -1.057  -2.173  0.0428
H  7.192  1.650  0.771  -0.0223
H  0.128  -3.907  -2.395  0.0217
H  4.834  0.173  0.872  -0.0196
C  0.926  2.312  4.932  0.0870
H  -0.673  5.265  -0.929  0.0100
H  6.636  3.192  3.073  -0.0163
C  1.151  -0.832  1.281  -0.3651
H  -5.785  -2.718  -0.831  -0.0545
H  -6.664  -2.581  -2.388  -0.0687
H  -7.489  0.503  -2.188  -0.0763
H  1.445  -3.999  0.102  0.0214
H  -3.625  2.675  -1.879  0.0458
C  4.126  -3.496  1.995  -0.2559
H  -1.185  -3.650  4.348  -0.0178
C  0.248  0.958  5.154  0.0798
H  -0.509  3.469  -0.827  0.0116
C  2.879  3.543  5.591  0.1657
C  -1.555  -4.309  -3.740  0.1172
H  2.061  -1.423  -3.208  -0.0127
H  6.660  3.691  1.313  -0.0218
H  -1.209  -4.897  -0.429  -0.0124
O  4.827  3.203  2.137  -0.0934
H  -4.209  6.685  -1.771  -0.0519
C  4.084  2.016  1.727  0.0422
C  5.132  -4.355  2.686  0.1243
C  2.164  -0.338  -3.204  0.0427
C  4.473  -0.028  -2.981  0.0832
O  -4.124  3.950  -3.536  -0.0296
C  -7.360  -1.210  -0.827  0.1558
H  -0.025  -2.875  3.412  0.0136
C  -0.564  4.335  -1.487  0.1653
H  -1.226  -3.628  1.363  0.1306
H  -5.348  2.856  -2.297  0.0288
O  -5.574  0.172  -1.460  -0.1871
H  0.089  0.833  6.225  0.0517
H  -1.046  -0.725  1.302  0.0571
H  -4.273  5.866  -4.333  -0.0191
H  2.293  4.441  5.790  -0.0126
C  0.566  3.256  -3.382  0.0538
O  2.681  0.054  -4.493  -0.0608
H  -0.007  -5.659  4.454  -0.0439
H  -2.589  -3.460  2.513  0.0162
C  0.078  -5.166  3.485  0.0241
H  -5.528  -0.992  -3.235  -0.1396
H  3.473  -2.982  2.700  0.2431
C  3.159  0.223  -2.210  -0.0888
H  2.734  3.190  -3.632  0.0040
H  -2.865  5.615  -3.409  0.0453
O  2.048  4.741  -4.769  -0.0353
H  0.425  -2.673  -0.492  0.0565
C  -5.077  1.716  1.195  0.1301
H  1.245  -0.550  2.330  0.2198
H  -1.534  1.359  -0.451  0.1311
H  0.940  0.146  4.927  0.0963
H  4.851  -1.015  -2.716  0.0336
H  4.546  -0.635  -5.086  -0.0137
C  -1.751  -0.134  4.646  0.0808
H  -1.970  -5.927  -1.557  -0.0313
H  1.179  0.107  -3.059  0.0396
H  -1.530  4.290  -1.991  0.0508
C  -2.710  -3.930  -1.718  0.1982
H  5.227  0.702  -2.683  -0.0442
H  3.078  2.236  1.370  0.0469
H  3.098  -0.247  -1.228  0.0353
H  2.233  -2.559  -0.586  0.0785
C  -3.932  5.394  -3.412  0.0850
H  1.150  -5.045  3.328  0.1143
H  -6.116  1.632  1.510  -0.0817
C  -1.838  -5.560  2.273  0.2261
H  -2.233  -5.942  1.332  0.1600
C  -0.173  -0.235  0.871  -0.2832
C  -6.282  -2.039  -1.523  0.4791
H  -8.386  -1.480  -1.077  -0.0966
H  -2.396  -0.174  -0.423  0.0525
H  3.245  3.737  4.582  -0.0421
H  -0.072  -5.569  -2.803  -0.0619
H  -4.612  2.209  2.049  -0.0089
C  6.135  -2.273  2.042  0.0518
H  -2.572  -5.910  2.999  -0.0976
C  1.375  -2.918  -0.017  0.1122
H  -0.299  3.307  -4.043  -0.0043
H  -5.405  4.434  -0.714  -0.0098
H  -1.129  -3.832  -4.623  -0.0093
C  -4.643  5.782  -2.200  0.0203
H  -4.936  0.149  0.159  0.1666
O  -2.586  -3.586  -3.091  -0.2152
O  -0.299  -0.257  -0.555  0.1964
H  6.665  0.913  2.327  -0.0300
H  6.124  -2.976  4.035  -0.0439
O  0.504  4.339  -2.412  -0.1637
H  2.936  1.284  -2.098  0.0072
H  0.471  4.800  -6.169  -0.0064
H  -2.536  -3.022  -1.142  -0.0341
C  -4.503  4.538  -1.318  0.1495
H  4.417  1.090  -4.863  0.0062
C  4.099  0.131  -4.453  0.0252
H  -5.111  2.340  0.302  0.2049
C  5.111  1.227  0.876  -0.0700
H  0.093  5.511  -4.739  0.0131
H  -0.188  0.796  1.223  0.0201
H  -2.309  -0.130  5.582  -0.0836
H  -3.692  -4.341  -1.482  0.1696
H  -7.308  0.998  -0.628  0.0578
H  -5.685  5.952  -2.473  -0.0519
H  3.906  1.489  2.664  0.0098
H  1.923  2.714  -5.087  0.0036

HOMO (alpha / beta) (eV): 0.9375 / -7.4916
<S²>: 0.75
Charge: -1
2S+1: 2
Lowest unoccupied orbital energy (alpha / beta) (eV): 2.3 / 2.4



2.
Formula: C30H90O40P10
Source: the Open Molecules 2025 dataset
Level of theory: wB97M-V/def2-TZVPD

Last column: Mulliken charge in e.
Positions of all 170 atoms, in Å:
C  -12.416  14.641  -4.604  0.3314
H  -11.128  12.291  5.998  0.4841
H  -14.169  14.746  -9.114  0.3090
O  -19.135  18.495  1.297  -0.2482
H  -14.494  10.252  5.688  0.3026
P  -12.990  10.851  3.455  0.4753
H  -13.194  12.400  -2.506  0.1309
H  -12.924  14.451  3.858  -0.0236
C  -19.822  18.153  2.517  -0.7767
H  -14.986  13.322  2.813  0.2198
C  -16.559  19.240  -0.034  -0.5426
H  -9.538  17.252  1.219  0.1863
H  -14.333  5.446  -2.506  0.2608
O  -8.589  12.335  -1.474  0.4720
O  -15.286  18.801  -8.120  -0.3928
P  -18.832  20.022  0.948  1.1601
H  -12.958  9.508  6.222  0.2205
H  -11.990  17.199  2.033  -0.0328
H  -8.970  14.934  -2.063  0.0769
O  -12.030  10.751  2.359  0.0730
C  -11.214  12.122  4.926  -0.2194
H  -11.797  21.077  -8.373  0.2563
O  -19.267  20.149  -0.567  -0.3088
O  -13.678  20.573  -7.637  -0.3614
H  -5.332  17.146  5.213  0.2635
H  -13.582  12.868  1.917  -0.3430
H  -12.900  9.471  0.202  -0.1785
O  -12.583  11.848  4.625  -0.2192
C  -12.672  8.410  0.238  -0.1683
H  -4.414  10.797  1.935  0.0925
H  -11.723  15.366  -5.027  0.3417
C  -5.904  17.141  4.288  -0.7566
P  -14.584  16.482  3.748  0.6014
O  -11.475  15.147  -1.293  -0.7990
C  -13.937  18.632  -4.709  -0.4490
P  -12.530  14.723  -0.371  0.6364
O  -13.970  16.765  2.307  0.8565
H  -12.581  11.395  -1.180  -0.8225
H  -13.448  17.684  -4.917  0.1128
H  -16.829  17.658  2.994  0.2196
H  -20.984  21.194  -1.005  0.2622
H  -8.787  18.270  2.442  0.3932
O  -17.268  20.121  0.848  -0.3664
P  -7.594  15.422  3.259  0.7743
P  -13.992  19.072  -7.270  1.2617
C  -14.548  12.495  2.247  -0.0049
O  -12.091  14.636  1.136  0.6547
O  -13.097  7.722  -0.965  -0.4375
H  -15.420  6.635  -1.754  0.3065
C  -7.957  15.264  -1.820  -0.2424
H  -10.149  10.994  -1.649  -0.0012
H  -5.674  12.931  -0.322  0.1448
C  -14.651  15.104  -8.203  -0.6027
O  -7.807  12.800  -3.860  -0.7755
O  -13.098  13.945  -5.671  -0.4073
H  -13.102  18.308  1.277  0.3078
H  -10.845  12.987  4.375  -0.1701
H  -15.590  19.027  0.414  0.0661
C  -14.910  6.353  -2.677  -0.6894
C  -16.369  18.345  3.702  -0.7002
H  -15.236  16.702  -1.257  -0.2198
H  -5.245  11.205  -0.445  0.2085
H  -14.640  18.523  -3.888  0.1778
O  -19.484  20.965  1.854  -0.7641
H  -14.334  8.513  5.627  0.2645
H  -12.428  22.075  -7.045  0.2472
C  -12.598  12.400  -1.593  0.6533
H  -6.180  18.146  3.967  0.2556
H  -15.306  9.997  -3.547  0.4786
O  -15.554  15.392  3.723  -0.7550
H  -11.526  15.569  4.045  0.1594
C  -12.462  15.219  4.479  -0.2913
C  -5.343  12.144  -0.994  -0.4252
H  -13.134  15.166  -3.982  -0.5263
C  -9.066  17.243  2.198  -0.6945
H  -16.856  11.558  -5.690  0.3150
H  -13.178  19.339  -4.352  0.3993
H  -5.210  16.769  3.525  0.2801
O  -7.895  16.416  2.081  -0.2345
O  -14.067  7.389  -3.166  -0.3566
H  -16.803  12.379  -4.105  0.1994
O  -6.209  11.876  -2.093  -0.3729
H  -4.744  14.332  3.984  0.3965
H  -9.128  11.950  2.799  0.0618
H  -7.465  8.829  5.716  0.2963
O  -7.055  16.329  4.455  -0.4296
O  -12.888  18.124  -7.427  -0.6932
H  -20.842  17.876  2.261  0.2732
C  -15.121  18.550  -9.513  -0.6429
C  -9.063  10.979  -1.595  -0.4525
O  -8.677  14.559  3.706  -0.1539
C  -5.600  13.814  3.551  -0.5718
O  -14.904  13.977  -7.363  -0.4179
H  -8.677  10.445  -2.461  0.4977
O  -15.123  17.877  4.239  -0.4333
P  -13.584  8.541  -2.201  1.1687
H  -8.242  12.655  1.453  0.0525
H  -20.806  19.645  -1.803  0.2585
H  -15.351  17.512  -9.744  0.1817
H  -14.003  15.845  -7.734  0.2153
H  -11.581  12.694  -1.850  -0.0627
H  -15.690  6.156  -3.413  0.2586
C  -8.384  11.742  2.025  -0.5627
O  -7.149  11.263  2.530  0.6759
O  -13.258  9.483  4.180  -0.4465
H  -19.846  18.966  3.239  0.3877
H  -14.110  18.754  -9.870  0.3271
C  -13.783  9.443  5.519  -0.6841
H  -16.143  19.269  3.166  0.3021
H  -6.236  13.414  4.342  0.3807
H  -16.668  9.918  -2.432  0.4054
O  -7.021  14.185  -1.855  -0.3804
C  -16.576  12.468  -5.168  -0.7727
H  -16.405  19.737  -0.993  0.3437
H  -4.357  12.394  -1.387  0.3676
H  -17.145  13.313  -5.557  0.3718
O  -13.345  16.325  4.714  -0.5452
H  -8.921  11.024  1.396  0.2755
P  -7.433  12.800  -2.457  0.6729
O  -12.673  9.467  -2.860  -0.7496
H  -4.013  9.079  2.021  0.2489
H  -15.219  12.261  1.427  0.3793
H  -10.141  14.448  1.873  -0.0145
H  -11.788  20.432  -6.739  0.3295
H  -9.725  16.895  2.993  0.2388
H  -15.403  11.147  -2.174  -0.0069
O  -15.169  12.684  -5.313  -0.2685
C  -10.961  13.855  1.481  0.5395
H  -7.100  10.477  5.176  0.2207
H  -19.298  17.300  2.941  0.2604
C  -4.292  9.951  2.613  -0.4562
H  -11.595  8.284  0.329  0.2888
H  -21.282  19.706  -0.081  0.2780
C  -12.932  17.734  2.187  -0.9681
H  -3.502  10.148  3.333  0.2365
H  -13.160  7.941  1.087  0.3096
H  -10.469  13.325  0.649  -0.3316
H  -5.255  12.962  2.971  -0.1064
H  -15.581  15.577  -8.522  0.2175
O  -14.909  9.219  -1.641  -0.2871
H  -12.238  14.751  5.437  0.3879
H  -15.003  15.013  -1.827  0.2142
H  -11.280  13.041  2.131  -0.4144
O  -14.633  19.158  -5.830  -0.3330
C  -14.515  15.923  -1.476  -0.2694
O  -13.202  13.321  -0.667  -0.0456
H  -8.771  10.465  -0.679  0.0812
O  -6.939  9.000  1.349  -0.7519
H  -13.835  16.248  -2.262  0.1430
O  -13.789  15.656  -0.267  -0.0628
H  -15.813  19.193  -10.056  0.2970
H  -12.830  18.378  3.058  0.4830
H  -7.685  16.031  -2.542  0.3445
C  -12.345  21.063  -7.432  -0.6682
H  -7.970  15.671  -0.810  -0.0092
O  -14.432  11.329  3.092  -0.5161
H  -17.091  18.306  -0.208  0.4009
C  -15.602  10.130  -2.505  -0.6191
P  -14.658  14.092  -5.807  1.2521
O  -7.834  9.150  3.726  -0.3762
O  -15.266  15.253  -5.143  -0.6743
O  -6.306  14.714  2.694  -0.2127
C  -20.667  20.161  -0.854  -0.6630
H  -10.565  11.276  4.679  0.1859
O  -5.479  9.691  3.368  -0.2942
P  -6.871  9.704  2.620  0.4278
C  -7.790  9.644  5.069  -0.4950
H  -8.807  9.898  5.362  0.1876
H  -11.875  13.880  -4.052  0.1223
H  -17.021  18.603  4.532  0.3836

SMILES: COP(=O)(OC)OC.COP(=O)(OC)OC.COP(=O)(OC)OC.COP(=O)(OC)OC.COP(=O)(OC)OC.COP(=O)(OC)OC.COP(=O)(OC)OC.COP(=O)(OC)OC.COP(=O)(OC)OC.COP(=O)(OC)OC
HOMO (eV): -9.9103
Energy above the lowest of the compared OMol25 structures with the same formula, charge and spin (kJ/mol): 15.11
Charge: 0
2S+1: 1
Lowest unoccupied orbital energy (eV): 0.3



3.
Formula: C3H3AlO9
Source: the Open Molecules 2025 dataset
Level of theory: wB97M-V/def2-TZVPD

Last column: natural (NBO) charge in e.
Positions of all 16 atoms, in Å:
O  -1.436  -1.759  -0.858  -0.5873
H  -1.743  3.629  2.176  0.5015
O  1.500  0.645  -0.211  -0.5412
C  2.422  0.020  -0.738  0.9327
Al  0.008  -1.075  1.658  0.9504
O  -2.379  -3.018  -2.385  -0.6592
O  3.308  0.620  -1.561  -0.6584
C  -0.705  2.262  2.684  0.9384
O  0.258  1.677  3.232  -0.5123
O  2.585  -1.175  -0.471  -0.6201
O  -1.444  -1.122  -2.833  -0.4391
O  -1.420  1.501  2.146  -0.5748
H  3.821  -0.180  -1.693  0.4939
H  -2.130  -3.655  -1.711  0.4925
C  -1.761  -1.922  -2.030  0.9279
O  -0.884  3.552  2.598  -0.6448

HOMO (eV): -9.1854
Charge: 0
2S+1: 1
Lowest unoccupied orbital energy (eV): -6.4



What strongest force on any atom values result from the calculations? In sequence: 2.6; 1.6; 7.4 eV Å⁻¹.